# 1
C26H30BBr4F4N4O2PdSe2 as an isolated structure, computed with wB97M-V/def2-TZVPD.

```
74
Properties=species:S:1:pos:R:3:forces:R:3:mulliken_charge:R:1
Pd 0.912 -1.048 0.810 -0.2 -0.3 0.4 0.49
Br 1.495 -6.303 6.339 0.0 0.0 0.0 -0.08
C 1.419 -4.777 5.272 0.0 0.0 0.0 0.45
C 2.227 -3.590 5.673 0.0 0.0 0.0 0.40
Br 3.257 -3.702 7.219 0.0 0.0 0.0 -0.07
C 2.230 -2.453 4.950 0.0 0.1 0.0 -0.25
Br 3.223 -0.929 5.372 0.0 0.0 0.0 -0.05
C 1.451 -2.370 3.719 0.1 0.0 0.0 -0.12
O 1.472 -1.393 3.006 0.0 0.3 -0.2 0.83
C 0.562 -3.562 3.333 -0.1 0.0 0.0 0.39
O -0.174 -3.440 2.389 0.1 0.0 0.0 -0.57
C 0.638 -4.763 4.176 0.0 0.0 0.0 -0.39
Br -0.429 -6.184 3.619 0.0 0.0 0.0 -0.03
F 5.027 -0.848 0.557 -0.2 0.1 -0.1 -0.27
B 3.717 -0.525 0.371 0.2 -0.2 0.5 0.12
F 3.225 0.370 1.346 0.1 0.1 -0.1 -0.29
F 2.899 -1.765 0.611 0.0 0.0 -0.4 -0.58
F 3.401 -0.073 -0.899 0.2 -0.9 0.5 -0.24
C 3.725 3.581 -1.768 0.0 0.0 -0.1 -1.22
C 3.563 2.203 -2.401 0.3 0.0 0.1 -0.28
C 2.115 1.850 -2.723 0.0 0.0 0.0 -0.24
C 1.265 1.730 -1.468 0.0 0.1 0.2 0.10
N -0.133 1.441 -1.793 0.1 0.4 -0.1 1.12
C -0.683 0.232 -1.825 0.0 -0.2 -0.2 -0.74
Se 0.254 -1.352 -1.448 0.0 -0.3 -0.1 -0.04
N -1.967 0.332 -2.215 0.0 0.1 0.0 1.04
C -2.924 -0.759 -2.408 0.1 0.0 0.0 -1.41
C -3.103 -1.108 -3.880 0.0 0.0 0.0 -0.61
C -1.821 -1.576 -4.560 0.0 0.0 0.0 0.19
C -2.047 -1.929 -6.024 0.0 0.0 0.0 -1.49
C -2.245 1.673 -2.461 0.1 0.0 0.0 0.37
C -3.406 2.316 -2.878 0.0 0.0 0.0 -1.09
C -3.338 3.689 -3.006 0.0 0.0 0.0 -0.77
C -2.159 4.399 -2.731 0.0 0.0 0.0 -0.74
C -1.007 3.762 -2.315 0.0 0.0 0.0 -0.77
C -1.076 2.379 -2.184 -0.1 -0.1 0.0 0.93
H 4.777 3.848 -1.683 0.0 0.0 0.0 0.41
H 3.305 3.624 -0.761 0.0 0.0 0.0 0.27
H 3.238 4.351 -2.371 0.0 0.0 0.0 0.29
H 3.982 1.431 -1.742 -0.1 0.7 -0.5 0.13
H 4.136 2.161 -3.328 0.0 0.1 -0.1 0.45
H 2.072 0.896 -3.254 0.0 0.0 0.0 0.27
H 1.683 2.610 -3.383 0.0 0.0 0.0 0.42
H 1.259 2.653 -0.887 0.0 0.0 0.0 0.39
H 1.639 0.926 -0.828 -0.2 0.4 -0.2 -0.94
H -3.864 -0.437 -1.958 0.0 0.0 0.0 0.52
H -2.550 -1.612 -1.844 0.0 0.0 0.0 0.44
H -3.512 -0.247 -4.417 0.0 0.0 0.0 0.32
H -3.859 -1.895 -3.938 0.0 0.0 0.0 0.47
H -1.424 -2.443 -4.024 0.0 0.0 0.0 0.22
H -1.059 -0.792 -4.492 0.0 0.0 0.0 0.07
H -2.781 -2.730 -6.125 0.0 0.0 0.0 0.35
H -1.124 -2.260 -6.497 0.0 0.0 0.0 0.39
H -2.417 -1.066 -6.581 0.0 0.0 0.0 0.35
H -4.315 1.773 -3.094 0.0 0.0 0.0 0.43
H -4.214 4.233 -3.329 0.0 0.0 0.0 0.42
H -2.154 5.473 -2.852 0.0 0.0 0.0 0.43
H -0.099 4.311 -2.109 0.0 0.0 0.0 0.50
C 0.755 1.785 3.191 0.1 0.0 -0.1 -0.91
N -0.182 0.798 3.724 0.0 0.0 0.0 0.52
C -0.282 0.453 5.047 -0.1 -0.1 0.1 -0.61
C -1.192 -0.548 5.134 0.1 0.1 0.0 -0.55
N -1.622 -0.809 3.854 0.0 0.1 0.0 0.44
C -2.624 -1.806 3.482 0.0 0.0 0.0 -0.93
C -0.995 0.014 2.999 -0.1 0.0 0.0 -0.52
Se -1.192 0.005 1.123 -0.1 -0.1 0.1 -0.15
H 0.895 2.559 3.940 0.0 0.0 0.0 0.33
H 0.330 2.214 2.288 0.0 0.0 0.0 0.34
H 1.707 1.307 2.953 -0.1 0.0 0.0 0.30
H 0.295 0.946 5.809 0.0 0.0 0.0 0.52
H -1.579 -1.077 5.986 0.0 0.0 0.0 0.52
H -2.786 -2.457 4.337 0.0 0.0 0.0 0.28
H -2.255 -2.384 2.639 0.0 0.0 0.0 0.41
H -3.557 -1.316 3.214 0.0 0.0 0.0 0.32
```
Positions in Å, forces in eV/Å.

The charge is +1. The highest occupied orbital energy comes out at -10.918 eV.

=====

# 2
A 9-piece molecular cluster, C27H57N3O18 overall, computed with wB97M-V/def2-TZVPD.

```
105
Properties=species:S:1:pos:R:3:forces:R:3:mulliken_charge:R:1
C 0.020 3.612 1.742 -1.5 -0.1 0.2 -0.46
N 0.787 2.985 2.835 1.1 0.5 -1.2 1.08
O 0.318 2.161 3.561 -0.9 -0.4 0.5 -0.55
O 1.954 3.319 2.846 1.2 0.1 0.6 -0.63
H -0.838 4.077 2.229 0.0 0.1 -0.2 0.31
H -0.368 2.788 1.143 0.1 0.1 -0.2 -0.04
H 0.620 4.328 1.182 0.0 -0.4 0.3 0.25
C -1.686 -3.542 -2.724 0.2 -0.5 -0.3 -0.33
N -2.905 -3.816 -3.521 -1.6 2.3 -2.6 0.83
O -3.984 -3.793 -2.941 1.2 -0.7 -0.6 -0.52
O -2.791 -3.739 -4.789 0.0 -0.9 3.3 -0.53
H -1.377 -2.531 -2.988 -0.1 -0.1 0.0 -0.01
H -0.959 -4.262 -3.098 0.2 0.1 0.4 0.33
H -1.911 -3.606 -1.660 0.0 -0.1 -0.3 0.16
C -3.675 4.515 -3.258 -1.1 -0.4 -0.2 -0.70
N -3.719 4.855 -1.788 0.2 -0.3 -1.0 0.99
O -3.218 3.993 -1.097 0.0 0.1 0.6 -0.56
O -4.270 5.856 -1.399 0.1 -0.1 -0.2 -0.55
H -2.762 3.969 -3.493 0.0 0.6 0.2 0.14
H -3.988 5.318 -3.926 0.7 0.4 0.4 0.32
H -4.487 3.800 -3.390 0.0 -0.2 0.3 0.37
O -1.143 6.183 -1.942 2.1 2.7 0.8 -0.44
C -0.681 7.323 -1.665 -2.9 -2.4 -0.9 0.71
O 0.614 7.648 -1.637 0.0 0.0 -0.5 -0.39
C 1.626 6.617 -1.903 -1.1 -1.8 0.0 0.31
C 1.558 5.871 -3.276 -0.2 1.6 0.9 -0.76
C -1.695 8.474 -1.403 1.2 0.6 -0.3 -1.12
H 1.399 5.818 -1.197 0.5 0.3 0.6 -0.25
H 2.614 7.065 -1.791 -0.5 0.3 0.4 0.37
H 1.217 4.837 -3.227 0.0 0.2 0.3 0.05
H 2.579 5.932 -3.653 -0.4 -0.1 -0.7 0.35
H 0.807 6.468 -3.793 0.4 -0.3 -0.9 0.26
H -1.296 9.399 -1.819 0.3 0.1 0.1 0.36
H -1.865 8.671 -0.345 0.2 -0.3 0.1 0.30
H -2.672 8.386 -1.879 0.2 -0.9 0.0 0.30
O -0.878 -1.673 -0.164 1.0 2.6 -0.4 -0.54
C -0.263 -0.631 0.135 -1.5 -4.2 1.7 0.59
O -0.178 0.485 -0.525 0.3 0.7 0.0 -0.15
C -0.974 0.867 -1.657 -0.2 0.5 -0.5 0.15
C -0.537 2.311 -1.911 0.3 0.2 -0.8 -1.13
C 0.415 -0.559 1.520 -0.8 2.1 -0.9 0.22
H -2.038 0.750 -1.451 0.0 0.2 0.4 0.34
H -0.820 0.214 -2.516 0.5 0.0 0.0 -0.15
H 0.550 2.391 -1.935 0.2 -0.3 0.5 0.35
H -0.922 3.074 -1.234 -0.2 -0.4 0.1 0.14
H -0.741 2.667 -2.921 -0.7 -0.2 -0.1 0.46
H 1.493 -0.694 1.436 -0.2 -0.5 0.4 0.23
H -0.155 -1.009 2.332 0.7 -1.0 -0.5 -0.29
H 0.243 0.485 1.781 0.6 0.3 0.1 -0.27
O 4.941 3.116 5.555 -1.7 1.0 0.9 -0.09
C 5.736 2.215 5.414 3.1 -1.5 -3.9 0.91
O 5.705 1.266 4.501 -0.5 1.0 2.2 -0.15
C 4.484 0.897 3.822 -0.4 -1.3 -3.0 -0.17
C 4.917 0.697 2.269 -0.8 0.3 1.5 -1.05
C 7.124 2.392 5.967 0.9 -0.1 1.2 -0.98
H 3.643 1.586 3.896 0.5 0.7 0.1 0.24
H 4.101 -0.019 4.271 0.5 -0.2 0.0 0.34
H 5.852 0.180 2.053 0.1 0.0 0.8 0.37
H 4.978 1.675 1.790 -0.2 0.0 0.0 0.34
H 4.157 0.086 1.783 -0.2 0.2 0.1 0.22
H 7.531 3.388 6.145 -1.0 0.2 0.4 0.39
H 7.916 1.974 5.346 -0.7 -0.6 -0.6 0.32
H 7.074 1.789 6.873 0.3 0.2 0.4 0.32
O -0.027 -2.363 4.709 -1.0 -1.1 0.6 -0.64
C -1.203 -2.723 4.681 2.3 -0.1 0.0 0.84
O -1.682 -3.871 5.218 -1.2 0.9 -1.4 -0.33
C -0.903 -4.799 5.958 1.9 0.8 1.1 -0.10
C -1.679 -5.967 6.460 -1.1 -0.4 -0.3 -1.23
C -2.126 -1.803 3.950 -1.1 0.1 -0.3 -0.79
H -0.510 -4.218 6.792 0.1 -0.1 0.3 0.32
H -0.012 -5.166 5.448 -0.2 0.3 -0.7 0.30
H -2.049 -6.556 5.620 -0.1 -0.1 0.0 0.26
H -2.543 -5.670 7.055 0.0 0.1 0.0 0.33
H -1.078 -6.646 7.065 0.3 0.3 0.0 0.38
H -1.876 -0.788 4.260 -0.3 -0.1 0.4 0.34
H -3.195 -2.009 3.997 0.1 0.0 0.4 0.35
H -1.908 -1.748 2.883 0.3 -0.7 -0.1 0.03
O -2.278 -0.700 -5.735 0.9 -0.3 0.6 -0.58
C -1.629 -1.396 -6.487 -1.8 1.5 -0.7 0.90
O -0.334 -1.646 -6.415 0.2 -0.4 -0.1 -0.33
C 0.342 -1.200 -5.276 2.6 1.5 0.5 0.20
C 1.747 -0.669 -5.681 0.1 -0.8 -1.3 -1.39
C -2.268 -1.875 -7.737 -0.5 -0.8 -0.9 -1.15
H 0.528 -2.046 -4.615 -0.5 0.1 0.3 0.20
H -0.084 -0.319 -4.796 -0.9 -0.6 0.1 0.13
H 2.259 -0.053 -4.941 -0.2 -0.4 0.3 0.33
H 1.764 -0.102 -6.611 -0.7 0.5 0.1 0.38
H 2.362 -1.503 -6.019 0.3 -0.2 0.6 0.34
H -3.311 -2.097 -7.512 0.2 -0.4 0.1 0.32
H -1.761 -2.713 -8.214 -0.1 -0.1 0.2 0.31
H -2.364 -1.113 -8.510 0.5 0.4 0.3 0.34
O 0.005 -6.915 2.615 -1.4 1.1 -1.5 -0.55
C -0.973 -7.038 1.881 1.1 -1.9 1.5 0.73
O -1.559 -6.135 1.080 0.2 -1.6 0.2 -0.39
C -0.983 -4.880 1.022 1.8 1.6 -0.1 0.28
C 0.327 -4.780 0.110 -1.4 0.1 0.1 -0.71
C -1.709 -8.363 1.801 -0.6 0.5 -0.4 -1.19
H -0.784 -4.571 2.049 0.2 0.3 0.0 -0.07
H -1.773 -4.252 0.610 0.3 0.2 0.0 0.38
H -0.057 -4.342 -0.811 0.5 -0.2 -0.2 -0.05
H 0.811 -5.733 -0.107 -0.3 -0.2 0.2 0.41
H 1.117 -4.116 0.460 -0.3 0.1 0.5 0.23
H -2.770 -8.114 1.814 -0.1 -0.2 0.0 0.34
H -1.482 -9.078 2.591 0.3 0.4 0.0 0.32
H -1.531 -8.823 0.829 0.1 0.0 0.0 0.34
```
Positions in Å, forces in eV/Å.

The charge is +1. Its spin multiplicity is 2. The highest occupied orbital energy (alpha / beta) comes out at -11.532 / -11.532 eV.